[1]
Entry from OMol25: C29H35N5O7SSc as an isolated structure in a non-equilibrium geometry (ωB97M-V/def2-TZVPD).

Summary:
- Relative energy (zero: lowest compared OMol25 entry of this formula, charge and spin): 3.2 kcal per mole
- Net charge: +1
- HOMO level: -10.82 eV
- Largest force on an atom: 0.02986 Eh/bohr
- E: -3085.51900 Eh

Element x y z (Å)
Sc 0.32 -0.57 0.07
O 1.55 -0.64 2.01
C 0.50 -0.11 2.41
O -0.08 0.76 1.66
C -0.21 -0.58 3.67
C -1.53 0.16 3.91
C -2.15 -0.28 5.25
C -2.75 -1.66 4.88
C -2.27 -1.80 3.43
O -2.40 -0.45 2.94
C -0.75 -2.05 3.44
C -0.19 -2.64 2.15
O 0.54 -3.59 2.17
O -0.53 -1.97 1.05
H 0.48 -0.54 4.51
H -1.48 1.24 3.76
H -1.40 -0.33 6.04
H -2.92 0.42 5.56
H -2.40 -2.47 5.51
H -3.84 -1.64 4.91
H -2.85 -2.48 2.80
H -0.47 -2.72 4.24
N -0.82 1.95 -2.40
C -2.24 2.35 -2.52
C -3.18 1.23 -2.10
C -3.18 0.88 -0.60
N -2.03 0.03 -0.21
C -3.27 2.14 0.27
C -2.38 3.30 -0.16
N -0.93 3.02 0.13
C -2.52 3.59 -1.66
H -0.68 0.97 -2.62
H -0.57 2.46 -0.71
H -0.23 2.48 -3.04
H -2.46 2.60 -3.56
H -2.97 0.32 -2.68
H -4.19 1.54 -2.36
H -4.09 0.31 -0.43
H -2.10 -0.82 -0.77
H -2.18 -0.26 0.75
H -3.06 1.87 1.31
H -4.30 2.50 0.24
H -2.67 4.18 0.42
H -0.78 2.43 0.96
H -0.39 3.87 0.23
H -1.86 4.42 -1.95
H -3.54 3.92 -1.86
O 0.43 -2.13 -3.85
S 0.52 -1.96 -2.43
O -0.73 -2.04 -1.66
N 1.05 -0.54 -1.92
C 2.15 0.15 -2.45
C 2.75 -0.04 -3.67
C 3.84 0.78 -4.06
C 4.31 1.77 -3.25
C 3.71 1.99 -1.99
C 4.13 2.98 -1.08
C 3.50 3.11 0.12
C 2.44 2.25 0.43
N 2.00 1.32 -0.39
C 2.62 1.18 -1.60
C 1.59 -3.18 -1.73
C 1.70 -4.40 -2.38
C 2.38 -5.44 -1.76
C 2.93 -5.24 -0.50
C 2.83 -4.01 0.14
C 2.17 -2.97 -0.48
H 2.38 -0.81 -4.34
H 4.30 0.60 -5.02
H 5.15 2.39 -3.56
H 4.96 3.63 -1.35
H 3.82 3.84 0.85
H 1.94 2.31 1.39
H 1.25 -4.53 -3.36
H 2.47 -6.40 -2.25
H 3.44 -6.06 0.00
H 3.25 -3.87 1.13
H 2.15 -2.00 0.00

[2]
Entry from OMol25: a single C20H23FN2O3 molecule in a non-equilibrium geometry (ωB97M-V/def2-TZVPD).

Summary:
- Relative energy (zero: lowest compared OMol25 entry of this formula, charge and spin): 2.9 kcal per mole
- Net charge: 0
- SMILES string: O=C(CCC1CCN(C(=O)c2ccco2)CC1)NCc1ccc(F)cc1
- HOMO level: -8.78 eV
- Largest force on an atom: 0.01964 Eh/bohr
- E: -1211.04325 Eh

Element x y z (Å)
O -1.83 1.16 -0.72
C -1.96 0.33 0.16
C -1.18 0.37 1.46
C 0.15 1.11 1.31
C 1.11 0.44 0.33
C 2.35 1.32 0.13
C 3.34 0.67 -0.84
N 3.71 -0.64 -0.38
C 4.91 -1.01 0.12
O 5.09 -2.06 0.72
C 6.05 -0.10 -0.15
C 6.53 0.43 -1.32
C 7.75 1.07 -1.00
C 7.92 0.88 0.34
O 6.91 0.17 0.85
C 2.58 -1.53 -0.20
C 1.58 -0.94 0.80
N -2.80 -0.72 0.05
C -3.72 -0.87 -1.06
C -5.12 -0.49 -0.67
C -5.42 0.84 -0.39
C -6.69 1.22 0.01
C -7.66 0.24 0.12
F -8.90 0.60 0.51
C -7.40 -1.09 -0.15
C -6.12 -1.45 -0.55
H -1.80 0.90 2.19
H -1.03 -0.65 1.83
H 0.62 1.19 2.29
H -0.06 2.11 0.95
H 0.60 0.33 -0.63
H 2.05 2.29 -0.25
H 2.85 1.47 1.09
H 4.23 1.29 -0.94
H 2.87 0.57 -1.83
H 6.08 0.36 -2.29
H 8.41 1.59 -1.67
H 8.70 1.19 1.01
H 2.96 -2.49 0.16
H 2.09 -1.67 -1.17
H 0.73 -1.63 0.88
H 2.05 -0.86 1.78
H -2.95 -1.32 0.85
H -3.35 -0.20 -1.85
H -3.68 -1.90 -1.42
H -4.64 1.58 -0.48
H -6.93 2.24 0.23
H -8.19 -1.82 -0.06
H -5.90 -2.48 -0.77

[3]
Entry from OMol25: C4H5FS as an isolated structure in a non-equilibrium geometry (ωB97M-V/def2-TZVPD).

Summary:
- Relative energy (zero: lowest compared OMol25 entry of this formula, charge and spin): 101.1 kcal per mole
- Net charge: 0
- HOMO level: -9.08 eV
- Largest force on an atom: 0.11420 Eh/bohr
- E: -653.27980 Eh

Element x y z (Å)
C 1.70 1.32 -0.69
C 0.49 1.04 -0.19
C 0.12 -0.02 0.73
C -0.61 -1.31 0.22
H 1.76 2.26 -1.19
H -0.35 1.49 -0.81
H -0.68 0.47 1.46
H 1.21 -0.07 1.00
H 0.29 -2.34 -0.10
F 2.94 0.81 -0.44
S -2.43 -0.96 0.20

[4]
Entry from OMol25: C36H28CoN10S2Se as an isolated structure in a non-equilibrium geometry (ωB97M-V/def2-TZVPD).

Summary:
- Relative energy (zero: lowest compared OMol25 entry of this formula, charge and spin): 0.0 kcal per mole
- Net charge: +3
- HOMO level (spin up / spin down): -14.86 / -14.86 eV
- Largest force on an atom: 0.02618 Eh/bohr
- E: -6516.10052 Eh

Element x y z (Å)
Co 0.79 0.54 0.01
N 3.33 1.16 -2.02
C 3.68 1.09 -0.73
N 4.95 1.25 -0.42
C 5.28 1.16 0.87
N 6.54 1.31 1.22
N 4.37 0.92 1.87
C 3.15 0.78 1.48
N 2.71 0.84 0.20
C 2.09 0.52 2.47
C 2.33 0.49 3.83
C 1.26 0.29 4.69
C -0.01 0.12 4.16
C -0.17 0.16 2.78
N 0.86 0.35 1.95
H 4.06 1.36 -2.69
H 2.38 1.11 -2.33
H 7.24 1.48 0.52
H 6.80 1.24 2.19
H 3.34 0.64 4.19
H 1.41 0.27 5.76
H -0.87 -0.03 4.79
H -1.15 0.04 2.33
S -5.53 -2.33 -0.76
C -5.63 -3.89 -0.10
C -4.52 -4.23 0.62
C -3.57 -3.18 0.63
C -3.97 -2.08 -0.08
C -3.25 -0.82 -0.26
C -1.86 -0.78 -0.06
N -1.13 0.31 -0.22
C -1.75 1.47 -0.57
C -3.13 1.54 -0.78
C -3.70 2.82 -1.14
C -2.92 3.92 -1.25
C -1.49 3.85 -1.04
C -0.63 4.94 -1.15
C 0.74 4.80 -0.94
C 1.19 3.50 -0.61
N 0.40 2.45 -0.50
C -0.93 2.62 -0.71
C 1.68 5.90 -1.04
C 3.02 5.90 -0.73
C 3.64 7.15 -0.95
C 2.76 8.08 -1.42
S 1.19 7.45 -1.60
C -3.87 0.37 -0.63
H -6.52 -4.49 -0.27
H -4.41 -5.17 1.13
H -2.64 -3.24 1.19
H -1.34 -1.68 0.24
H -4.76 2.88 -1.30
H -3.36 4.87 -1.52
H -1.04 5.92 -1.40
H 2.25 3.33 -0.45
H 3.56 5.04 -0.35
H 4.68 7.35 -0.77
H 2.95 9.11 -1.68
H -4.95 0.40 -0.78
C 1.06 -4.58 0.98
N 0.22 -4.18 -0.15
C 0.33 -3.06 -0.89
Se 1.62 -1.73 -0.71
N -0.61 -3.11 -1.86
C -1.34 -4.27 -1.75
C -2.40 -4.79 -2.50
C -2.88 -6.01 -2.10
C -2.34 -6.71 -1.00
C -1.30 -6.20 -0.25
C -0.81 -4.96 -0.65
H 1.76 -3.78 1.20
H 1.60 -5.48 0.71
H 0.43 -4.77 1.84
H -0.71 -2.40 -2.57
H -2.81 -4.26 -3.35
H -3.69 -6.47 -2.65
H -2.75 -7.67 -0.74
H -0.88 -6.74 0.58

[5]
Entry from OMol25: a 2-piece molecular cluster, C3HBrO4S overall in a non-equilibrium geometry (ωB97M-V/def2-TZVPD).

Summary:
- Relative energy (zero: lowest compared OMol25 entry of this formula, charge and spin): 0.0 kcal per mole
- Net charge: -2
- <S²>: 2.009
- 2S+1: 3
- HOMO level (spin up / spin down): 0.54 / -0.46 eV
- Largest force on an atom: 0.08691 Eh/bohr
- E: -3387.99489 Eh

Element x y z (Å)
C -1.66 -0.93 1.42
C -1.78 -1.22 -1.43
C -1.86 -0.33 -0.05
O -2.69 -0.98 2.09
O -1.23 -0.64 -2.37
O -0.48 -1.13 1.64
O -2.31 -2.34 -1.34
S 0.48 1.25 0.18
Br -3.38 0.82 -0.24
H 0.94 -0.08 0.21